18
Properties=species:S:1:pos:R:3:forces:R:3:lowdin_charge:R:1 method="wB97M-V/def2-TZVPD" energy_ha=-397.389630 e_lumo_ev="-5.06 / -5.10" homo_lumo_gap_ev="7.826 / 7.904" total_charge=+1 e_homo_ha="-0.47337 / -0.47799"
C -1.336 1.800 1.280 -1.56 1.29 3.16 -0.085
C 0.250 0.043 -1.251 1.84 1.85 -2.14 -0.124
C -1.038 0.638 -0.802 -0.94 -0.10 0.77 -0.077
C 1.883 -1.583 -0.803 -2.01 -4.04 -0.45 0.039
N 0.751 -0.257 0.981 0.23 -0.25 1.35 0.246
N -1.593 1.576 2.598 1.72 -2.67 -1.31 0.124
N 0.670 -0.969 -0.207 -1.87 0.51 -2.29 -0.265
O -0.804 0.748 0.668 0.17 -2.15 -1.35 -0.212
H 0.356 -0.383 -2.303 -1.07 0.34 1.50 0.160
H 1.040 0.835 -1.250 -0.43 -0.70 0.34 0.161
H -1.396 1.650 -1.077 0.79 -0.61 -0.41 0.145
H -1.838 -0.095 -1.033 0.04 0.51 0.77 0.145
H 1.650 -1.577 -1.880 0.56 -0.54 0.58 0.104
H 2.696 -1.030 -0.630 3.10 2.26 0.88 0.062
H 2.027 -2.658 -0.426 -0.26 1.75 -0.44 0.151
H -1.835 2.278 3.248 -0.51 1.41 -0.11 0.087
H -1.419 0.682 3.159 0.10 1.19 -1.56 0.152
H -0.062 -1.698 -0.273 0.12 -0.06 0.72 0.188

=====

18
Properties=species:S:1:pos:R:3:forces:R:3:lowdin_charge:R:1 method="wB97M-V/def2-TZVPD" energy_ha=-720.595084 e_lumo_ev=-2.71 homo_lumo_gap_ev=10.383 total_charge=+1 e_homo_ha=-0.48103
C 0.900 0.039 0.999 1.95 2.19 3.21 -0.099
C 0.221 -0.904 1.686 -0.48 -1.46 0.24 -0.004
C -0.390 -0.886 -0.418 -1.72 -1.13 -0.49 -0.052
C -1.634 -2.576 0.967 2.69 -2.22 -1.77 0.036
N 0.414 0.125 -0.249 1.84 0.67 -0.66 0.087
N 0.945 2.368 -1.835 1.53 0.77 -0.37 -0.387
N -0.587 -1.558 0.752 1.22 1.23 -1.33 -0.073
S 2.117 2.839 -0.591 -0.27 0.35 0.27 0.688
H 1.710 0.727 1.421 -1.57 -1.05 -0.90 0.140
H 0.209 -1.224 2.736 0.29 0.30 -0.74 0.151
H 2.797 3.912 -1.069 -0.29 -0.39 -0.35 -0.133
H -0.812 -1.073 -1.401 -0.33 -0.36 0.50 0.168
H -1.309 -3.623 1.358 0.09 1.94 -1.06 0.146
H -2.167 -2.168 1.711 -2.77 1.21 2.35 0.052
H -2.115 -2.632 -0.007 -0.49 -0.37 0.45 0.102
H 0.603 3.197 -2.342 -0.28 -0.49 0.59 0.064
H 0.742 0.907 -0.919 -1.29 -1.25 0.43 0.083
H 1.519 1.873 -2.514 -0.12 0.04 -0.36 0.031

=====

18
Properties=species:S:1:pos:R:3:forces:R:3:lowdin_charge:R:1 method="wB97M-V/def2-TZVPD" energy_ha=-377.216672 e_lumo_ev=0.75 homo_lumo_gap_ev=9.996 e_homo_ha=-0.33979
H -0.736 2.437 -0.369 2.04 0.49 1.55 0.091
N 0.337 2.325 -0.123 -4.65 -0.29 -1.67 0.140
C 0.446 1.094 0.133 2.48 -0.02 1.06 -0.491
N -0.301 0.030 0.777 0.12 -1.04 -3.16 -0.029
N -1.681 0.254 0.776 -0.03 -0.49 -5.30 -0.118
C -2.379 -0.376 -0.421 -0.41 1.73 -2.37 -0.122
N 1.820 0.685 -0.128 -1.48 -1.17 1.85 -0.051
C 1.727 -0.602 -0.745 0.11 -0.87 3.84 -0.119
C 2.320 -0.432 0.747 0.47 -0.19 -2.16 -0.079
H -0.071 -0.874 0.082 -1.51 2.89 3.58 0.124
H -2.087 0.087 1.600 -1.54 -1.17 3.87 0.046
H -1.885 0.280 -1.288 -1.32 -1.72 1.37 0.101
H -3.508 -0.197 -0.484 1.59 0.55 0.64 0.076
H -2.433 -1.485 -0.812 1.33 1.43 1.63 0.090
H 0.717 -1.104 -0.770 2.22 0.08 -1.29 0.086
H 2.454 -0.858 -1.398 1.68 -0.64 -2.55 0.061
H 3.415 -0.265 0.846 -0.90 -0.69 -0.19 0.098
H 1.847 -0.997 1.576 -0.19 1.15 -0.70 0.096

=====

18
Properties=species:S:1:pos:R:3:forces:R:3:lowdin_charge:R:1 method="wB97M-V/def2-TZVPD" energy_ha=-377.327785 e_lumo_ev=0.82 homo_lumo_gap_ev=8.206 e_homo_ha=-0.27127
C 2.196 -0.158 0.275 -0.09 -0.16 0.42 -0.075
N 0.941 -0.089 -0.451 -1.59 -0.76 0.67 -0.060
C -0.180 1.127 -0.373 -1.00 0.07 -0.76 -0.283
C -1.576 -1.012 -0.094 -0.12 -0.46 -0.15 -0.498
N 0.151 2.243 0.334 0.54 0.20 0.55 0.014
N -1.915 -0.842 -1.407 -0.06 0.13 -0.17 0.112
C -0.460 -0.123 0.349 2.44 0.34 -0.28 -0.164
N -2.190 -1.859 0.639 0.14 0.00 -0.02 0.107
H 0.885 -0.674 -1.273 0.05 0.26 -0.12 0.134
H 0.459 3.045 -0.190 -0.10 -0.08 0.07 0.070
H 0.531 2.195 1.278 -0.02 0.05 -0.10 0.073
H -2.816 -1.199 -1.678 0.05 -0.14 0.06 0.096
H -1.656 0.062 -1.785 0.09 0.12 0.09 0.062
H -1.773 -1.950 1.562 0.04 0.21 -0.05 0.029
H -0.174 -0.284 1.397 -0.26 0.18 0.00 0.134
H 2.134 0.446 1.183 -0.06 0.01 -0.10 0.076
H 2.998 0.252 -0.337 -0.05 -0.02 -0.08 0.087
H 2.444 -1.180 0.570 0.01 0.06 -0.03 0.086